{
  "formula": "C52H60BrInN8OPSSb",
  "method": "ωB97M-V with the def2-TZVPD basis set",
  "symbols": ["In", "O", "N", "C", "C", "C", "C", "C", "C", "C", "P", "C", "C", "C", "C", "C", "C", "C", "C", "C", "C", "C", "C", "H", "H", "H", "H", "H", "H", "H", "H", "H", "H", "H", "H", "H", "H", "H", "H", "N", "C", "C", "C", "C", "C", "C", "S", "N", "C", "C", "C", "C", "C", "C", "N", "H", "H", "H", "H", "H", "H", "H", "H", "H", "N", "C", "C", "C", "C", "C", "C", "H", "H", "H", "H", "H", "C", "C", "Sb", "C", "C", "C", "C", "H", "H", "H", "H", "H", "H", "H", "H", "H", "H", "H", "H", "H", "H", "H", "Br", "C", "C", "C", "N", "C", "C", "H", "H", "H", "H", "N", "C", "C", "N", "C", "C", "H", "H", "H", "H", "H", "H", "H", "H", "H", "H", "H"],
  "coordinates": [[0.06677, -0.24897, -0.37821], [-1.63454, 1.08851, 3.02649], [-1.71202, 1.70665, 1.79465], [-1.16901, 2.85597, 1.71812], [-0.38687, 3.52614, 2.78946], [-0.89560, 4.68962, 3.36699], [-0.18026, 5.36090, 4.34333], [1.06075, 4.88538, 4.73915], [1.58379, 3.73980, 4.16004], [0.87785, 3.04219, 3.17875], [1.64441, 1.60668, 2.28694], [2.73196, 2.49442, 1.00199], [2.11483, 4.04862, -0.77986], [3.16454, 4.54239, -1.81493], [4.83148, 3.18432, -1.32968], [5.06379, 2.50566, -0.00956], [4.24459, 2.30439, 1.03115], [2.53760, 0.88371, 3.75149], [3.89137, 0.61181, 3.95535], [4.32700, -0.13086, 5.05433], [3.41889, -0.63858, 5.97269], [2.06209, -0.39230, 5.78039], [1.63997, 0.34603, 4.68844], [-1.35114, 1.75053, 3.68156], [-1.36238, 3.38538, 0.78948], [-1.86817, 5.05064, 3.05286], [-0.59075, 6.25725, 4.79033], [1.63006, 5.41760, 5.49056], [2.56649, 3.39332, 4.45625], [1.10557, 4.37213, -1.02180], [2.81696, 5.27727, -2.53460], [5.69436, 3.00673, -1.96621], [6.11098, 2.28182, 0.17303], [4.69626, 1.91484, 1.92717], [4.64877, 0.98643, 3.28786], [5.39119, -0.27634, 5.20245], [3.75999, -1.20082, 6.83345], [1.33358, -0.78049, 6.48206], [0.57596, 0.50594, 4.55364], [-3.56369, 1.31584, -3.35546], [-3.65901, 2.72404, -3.42521], [-4.75796, 3.30507, -4.03374], [-4.87263, 4.68811, -4.10464], [-3.89019, 5.49379, -3.55962], [-2.78232, 4.91216, -2.95199], [-2.66730, 3.53677, -2.89170], [-1.22774, 2.80579, -2.14236], [-1.54312, 1.15543, -2.16171], [-2.56857, 0.63391, -2.72108], [-2.67289, -0.85837, -2.70355], [-3.52440, -1.56821, -3.54259], [-3.54053, -2.95370, -3.47004], [-2.69935, -3.59297, -2.57597], [-1.87591, -2.80444, -1.78721], [-1.86947, -1.47747, -1.84097], [-4.36174, 0.80780, -3.68894], [-5.52777, 2.67053, -4.46040], [-5.73329, 5.12680, -4.59114], [-3.97562, 6.57116, -3.60510], [-1.99994, 5.53311, -2.52945], [-4.15472, -1.07228, -4.26774], [-4.20078, -3.52382, -4.11063], [-2.68411, -4.67108, -2.48985], [-1.18676, -3.24870, -1.07289], [2.50644, 1.73329, -0.28239], [2.44520, 2.63745, -1.17918], [3.48637, 3.06187, -2.18462], [4.53272, 4.75156, -1.16276], [4.48029, 5.31314, 0.22396], [3.52537, 4.98094, 1.08555], [2.39700, 4.04734, 0.72533], [3.59353, 2.66161, -3.18911], [5.20910, 5.32698, -1.79008], [5.27188, 5.99198, 0.52092], [3.51326, 5.40503, 2.08428], [1.50957, 4.33854, 1.27929], [-2.05667, -2.38673, 4.71016], [-3.15180, -2.15816, 3.66737], [-2.40620, -2.19029, 1.63358], [-2.75621, -4.32026, 1.30977], [-1.50048, -5.17908, 1.48149], [-4.29358, -1.64061, 0.72986], [-4.48724, -0.13098, 0.58150], [-2.46388, -2.34777, 5.72255], [-1.27682, -1.62234, 4.63009], [-1.58486, -3.36571, 4.58249], [-3.62142, -1.18377, 3.81405], [-3.92701, -2.92176, 3.74316], [-3.14853, -4.42563, 0.29605], [-3.53547, -4.64908, 1.99862], [-0.68661, -4.82874, 0.83608], [-1.69304, -6.22458, 1.23102], [-1.14744, -5.15488, 2.51667], [-5.08066, -2.07716, 1.34657], [-4.32414, -2.12770, -0.24861], [-4.50472, 0.36393, 1.55473], [-5.43429, 0.09125, 0.08319], [-3.67827, 0.31797, 0.00125], [4.37698, -4.41296, -4.48195], [3.16086, -3.14327, -3.80226], [3.59641, -2.16629, -2.92038], [2.65837, -1.27919, -2.41999], [1.36233, -1.32042, -2.74074], [0.97176, -2.24526, -3.61607], [1.82823, -3.18239, -4.17433], [4.63950, -2.09791, -2.64106], [2.94781, -0.48794, -1.73026], [-0.07854, -2.24162, -3.88840], [1.46378, -3.91900, -4.87687], [3.69755, -2.86934, 3.44054], [2.38286, -3.59021, 3.41308], [1.39156, -2.78012, 2.58781], [1.86901, -2.50100, 1.24118], [3.16218, -1.83347, 1.26857], [4.21692, -2.60295, 2.05731], [4.37982, -3.41033, 3.96910], [3.58522, -1.97488, 3.93327], [2.03391, -3.72810, 4.43580], [2.55273, -4.56870, 2.96335], [1.19674, -1.82244, 3.08163], [0.44614, -3.31518, 2.53990], [1.90518, -3.34754, 0.68211], [3.01781, -0.84733, 1.71850], [3.52120, -1.67600, 0.25268], [5.14304, -2.03428, 2.13767], [4.43014, -3.56460, 1.59158]],
  "forces_ev_per_angstrom": [[-0.3, 0.1, -0.2], [0.1, -0.3, 0.0], [-0.2, 0.2, 0.0], [-0.1, 0.0, 0.0], [0.2, 0.0, 0.1], [-0.1, -0.2, 0.0], [0.0, 0.1, 0.0], [0.1, 0.0, 0.0], [0.0, 0.0, -0.1], [0.0, 0.0, 0.0], [-0.1, 0.5, 0.3], [0.1, -0.1, -0.1], [0.2, -0.1, 0.0], [0.1, 0.1, 0.1], [-0.2, 0.1, 0.2], [0.0, 0.0, -0.1], [-0.2, -0.1, 0.1], [0.1, -0.3, -0.2], [0.0, 0.1, 0.0], [0.0, 0.1, 0.1], [0.0, 0.0, 0.0], [0.0, 0.0, 0.0], [-0.1, 0.1, 0.0], [0.0, 0.0, 0.0], [0.2, -0.1, -0.1], [0.0, 0.0, 0.0], [0.0, 0.0, 0.0], [0.0, 0.0, 0.0], [0.0, 0.0, 0.0], [0.0, 0.0, -0.1], [0.0, 0.0, 0.0], [0.0, 0.1, 0.0], [0.0, 0.0, 0.0], [0.0, 0.1, -0.1], [0.0, -0.1, 0.1], [0.0, 0.0, 0.0], [0.0, 0.0, 0.0], [0.0, 0.0, 0.0], [0.0, 0.0, 0.0], [0.1, -0.1, -0.1], [-0.1, 0.2, 0.0], [0.0, -0.1, 0.0], [0.0, 0.0, 0.0], [0.1, 0.0, 0.0], [0.0, 0.0, 0.0], [0.1, -0.2, 0.1], [0.0, 0.3, -0.1], [0.0, -0.3, 0.1], [0.0, 0.2, 0.0], [-0.1, -0.1, 0.0], [0.0, 0.0, 0.0], [0.0, 0.0, 0.0], [0.0, 0.0, 0.0], [0.0, 0.0, 0.0], [0.2, -0.1, 0.1], [0.0, 0.0, 0.1], [0.0, 0.0, 0.0], [0.0, 0.0, 0.0], [0.0, 0.0, 0.0], [0.0, 0.0, 0.0], [0.0, 0.0, 0.0], [0.0, 0.0, 0.0], [0.0, 0.0, 0.0], [0.0, 0.0, 0.0], [-0.1, -0.1, -0.3], [0.0, 0.3, 0.5], [0.0, -0.2, -0.3], [-0.1, 0.0, 0.1], [0.1, 0.1, -0.1], [-0.2, 0.0, 0.1], [0.1, -0.1, 0.0], [0.0, 0.1, 0.0], [0.0, -0.1, 0.0], [-0.1, 0.0, 0.1], [0.1, 0.0, 0.0], [0.0, 0.0, 0.0], [-0.1, 0.0, -0.1], [0.3, 0.1, 0.0], [-0.6, -0.2, 0.2], [0.3, 0.1, 0.0], [-0.1, 0.1, 0.0], [0.2, 0.2, -0.1], [0.0, -0.1, 0.0], [0.1, 0.0, 0.0], [0.0, 0.0, 0.0], [0.0, 0.0, 0.0], [0.0, 0.0, 0.0], [0.0, 0.0, 0.0], [0.0, 0.0, 0.0], [0.0, 0.1, 0.0], [0.0, 0.0, 0.0], [0.0, 0.0, 0.0], [0.0, 0.0, 0.0], [0.0, -0.1, 0.0], [0.0, -0.1, 0.0], [0.0, 0.0, -0.1], [0.0, 0.0, 0.0], [0.0, 0.1, 0.0], [-0.1, 0.1, 0.0], [0.1, -0.1, 0.0], [0.1, 0.0, 0.0], [-0.1, 0.1, 0.0], [0.0, 0.0, 0.1], [0.0, 0.0, 0.0], [0.0, 0.0, 0.0], [0.0, 0.0, 0.0], [0.0, 0.0, 0.0], [0.0, 0.0, 0.0], [0.0, 0.0, 0.0], [0.0, -0.2, -0.2], [-0.3, 0.0, 0.0], [0.1, 0.1, -0.1], [0.1, -0.1, 0.0], [-0.1, -0.1, 0.0], [0.0, 0.2, -0.2], [0.0, 0.0, 0.1], [0.0, 0.2, 0.1], [0.1, 0.1, 0.0], [0.1, 0.0, 0.0], [0.0, 0.0, 0.0], [0.0, 0.0, 0.0], [0.0, 0.0, 0.0], [0.0, 0.0, -0.1], [0.0, 0.0, 0.0], [0.0, 0.0, 0.1], [0.0, -0.1, 0.1]],
  "e_above_lowest_kj_mol": 254.4,
  "gap_ha": 0.262,
  "homo_ev": -11.34,
  "spin_multiplicity": 1,
  "total_charge": 2,
  "e_tot_ev": -170725.7174,
  "molar_mass_g_mol": 1192.6
}